Computed, not measured: a cluster of 2 separate species, C6H6N in total, with ωB97M-V/def2-TZVPD.

Its net charge is +1. As for the HOMO-LUMO gap: 7.122 eV. As for the highest occupied orbital energy: -13.76 eV. As for the energy relative to the best compared isomer or geometry (same formula, charge and spin): 637.2 kJ/mol.

```
13
Properties=species:S:1:pos:R:3:lowdin_charge:R:1
C -1.056 0.786 1.591 -0.226
C -1.926 0.847 2.449 0.162
C -0.803 0.644 0.274 -0.088
C -0.988 0.859 -0.949 0.005
C 0.572 -1.122 0.476 0.070
C -0.962 0.853 -2.274 0.169
N 1.683 -0.733 1.049 0.176
H -0.294 -1.587 0.891 0.135
H 0.861 -1.168 -0.481 0.076
H -0.474 0.035 -2.793 0.098
H -1.041 1.739 -2.840 0.087
H 1.829 -0.500 2.044 0.164
H 2.598 -0.654 0.563 0.173
```